Entry 1:
Density functional theory data (wB97M-V/def2-TZVPD) for a 8-piece molecular cluster, C17H33N3O22S3 overall.

The geometry in ORCA input format:
```
! wB97M-V def2-TZVPD RIJCOSX def2/J DEFGRID3
* xyz 0 1
C -20.496 3.879 -5.011
S -14.867 2.944 -3.902
O -17.850 -0.982 -1.148
H -19.229 3.846 -6.819
H -16.921 -1.637 -9.184
O -21.257 -3.267 -8.792
H -21.944 -1.848 -6.061
C -19.842 -5.311 -10.747
O -23.008 2.099 -6.474
H -20.114 6.854 -5.888
O -14.304 2.922 -5.250
H -18.485 -1.269 -8.836
C -17.423 2.923 -3.638
O -20.431 0.046 -7.174
H -17.567 0.792 -3.325
O -15.567 1.455 -3.561
O -20.753 5.110 -4.752
S -17.535 -2.396 -1.439
H -19.739 -3.255 -11.499
H -20.438 -2.763 -6.406
C -20.864 6.066 -5.825
O -20.461 2.978 -4.156
C -23.629 -2.458 -2.553
C -16.881 1.589 -3.035
H -20.244 -2.766 -2.735
H -20.452 5.471 -7.793
C -20.870 -1.912 -5.882
N -20.117 -0.661 -6.201
H -17.859 -4.502 -3.623
O -23.454 -0.045 -6.211
O -16.327 3.758 -3.892
H -17.922 2.728 -4.587
O -21.731 -3.853 -11.268
H -20.738 -2.071 -4.811
N -17.786 -3.126 -7.910
S -21.934 -4.254 -9.642
O -18.228 -3.309 -6.812
H -20.057 -4.536 -2.525
C -20.355 -4.136 -11.680
O -22.517 -1.912 -2.727
O -16.371 -3.015 -0.846
O -17.494 -2.513 -3.057
C -20.975 5.061 -6.930
O -17.292 -4.019 -8.571
H -19.466 -6.218 -11.220
H -21.831 6.568 -5.847
C -17.619 -1.719 -8.350
C -18.386 -3.554 -3.513
C -25.365 -3.582 -1.571
H -22.013 4.842 -7.181
H -18.991 -4.819 -10.276
H -18.801 -3.260 -4.477
H -25.731 -4.376 -3.434
O -23.977 -3.233 -1.508
C -25.819 -3.368 -3.028
H -24.390 -2.674 -4.499
H -22.773 1.896 -4.040
O -13.924 3.353 -2.838
H -16.905 1.586 -1.946
H -18.170 3.396 -3.001
O -23.318 -4.660 -9.338
C -23.661 1.385 -4.410
H -20.819 3.006 -7.084
H -26.821 -2.942 -3.080
H -26.010 -2.952 -0.958
H -20.367 -4.350 -12.749
H -17.352 -1.103 -7.491
H -25.277 -1.374 -3.559
H -24.510 2.032 -4.632
N -23.407 1.104 -5.833
O -20.891 -5.534 -9.785
O -18.860 -3.392 -1.337
H -23.907 0.478 -3.857
O -19.105 -0.388 -5.496
C -19.542 -3.576 -2.537
C -24.837 -2.371 -3.552
C -20.278 3.775 -6.533
H -25.636 -4.579 -1.222
*
```

The calculation puts the gap between HOMO and LUMO at 0.371 Ha. The HOMO energy comes out at -10.22 eV.


Entry 2:
Density functional theory data (wB97M-V/def2-TZVPD) for C17H33N4O3Pb as an isolated structure.

The geometry in ORCA input format:
```
! wB97M-V def2-TZVPD RIJCOSX def2/J DEFGRID3
* xyz -1 1
C 5.508 -2.265 0.425
C 6.964 -2.825 0.505
H -4.428 1.889 6.179
H 3.853 -0.299 2.447
H 1.231 3.186 -1.014
H -1.653 -1.446 -5.462
C 2.934 -0.208 1.867
H 0.163 3.527 -2.454
H -2.140 3.056 -1.518
N 2.014 -2.724 -0.747
H 5.069 -2.583 1.370
C -1.650 0.443 -4.197
H -5.170 1.799 4.527
H 4.683 -4.121 -0.291
H -0.989 5.339 -1.225
H -3.637 -0.630 -6.798
C -1.760 -0.262 3.660
H -2.446 0.918 -3.624
C -2.601 0.700 4.298
O -0.096 -3.708 1.824
N -1.150 -1.075 3.105
H -5.717 0.800 5.905
H -2.458 3.856 -0.067
H 5.470 -1.180 0.330
H -1.679 -2.860 -1.468
C -1.051 2.299 0.151
H 7.102 -3.517 -0.326
H 7.202 -3.368 1.419
H 3.154 0.075 0.838
C -2.290 -0.665 -5.047
H -3.728 -0.551 5.723
H 5.164 -3.234 -1.568
H -3.019 -1.160 -4.405
H -2.815 1.444 3.532
C -2.969 0.013 -6.224
C 4.678 -3.077 -0.605
O 2.026 -1.279 1.866
C -1.632 3.408 -0.620
H -0.247 4.801 0.202
H -3.649 0.832 -5.989
H -1.992 1.177 5.066
H -1.063 1.197 -4.720
N -0.327 -0.657 -2.171
H 2.620 0.654 2.455
H 1.202 4.798 -1.834
N -0.624 1.336 0.696
C -0.552 4.444 -0.782
C -0.888 -0.188 -3.046
C -3.911 0.105 4.871
Pb -0.189 -1.551 0.371
C -4.854 1.245 5.410
C 0.626 3.918 -1.548
H 7.668 -1.993 0.463
O -1.574 -3.285 -0.595
C 3.179 -2.869 -0.693
H -2.270 0.359 -6.985
H -0.887 -3.467 2.345
H -4.409 -0.570 4.174
*
```

The calculation puts the gap between HOMO and LUMO at 0.164 Ha. The HOMO energy comes out at -2.42 eV.


Entry 3:
Density functional theory data (wB97M-V/def2-TZVPD) for a 3-piece molecular cluster, C17H33N4O4 overall.

The geometry in ORCA input format:
```
! wB97M-V def2-TZVPD RIJCOSX def2/J DEFGRID3
* xyz 1 1
C 4.876 4.007 -0.928
H -5.060 -4.055 0.465
C 4.271 2.742 -0.358
C 0.467 -0.124 0.765
C 3.839 -1.269 1.455
N -5.442 -0.387 3.526
H -1.023 -3.822 -3.605
O 2.658 -0.564 1.984
H 5.724 3.814 -1.590
C -2.779 -1.460 -3.323
C 5.192 -1.337 2.413
C -4.956 -3.043 1.052
O 3.907 -1.896 0.273
C 2.056 0.339 0.987
N -4.018 -1.961 0.550
H -2.216 -0.541 -3.136
C -1.930 0.392 2.039
H 3.260 5.095 1.126
H 4.916 -1.293 3.574
C 5.244 4.770 0.319
H -5.190 -0.583 4.529
H -3.914 -3.653 -4.534
H 3.518 2.304 -1.018
O 3.670 3.097 0.895
H -0.944 1.625 0.314
H 5.813 -2.324 2.276
H 5.042 1.990 -0.158
H -0.021 1.754 1.969
C -2.724 -1.888 -4.773
H -6.002 0.473 3.249
O -2.223 -2.532 -2.551
H -3.812 -1.310 -2.992
C 4.108 4.414 1.254
H -1.644 -0.710 2.369
C -3.290 0.394 1.086
H 2.110 1.428 1.430
N -5.682 -2.623 2.337
C -2.859 -3.385 -4.665
H -2.071 1.026 3.021
H 0.376 -0.329 -0.402
H -1.746 -1.635 -5.201
H -3.884 1.404 1.208
H 5.902 -0.423 2.160
H 4.118 4.563 -1.493
H -2.475 -3.925 -5.534
H -3.414 -1.985 -0.309
H -2.880 0.279 -0.029
H 2.643 0.365 -0.042
H 5.346 5.846 0.162
C -2.089 -3.682 -3.397
H 0.367 -1.146 1.368
H -2.463 -4.569 -2.877
H -3.497 -1.419 -5.387
N -4.095 -0.852 1.377
C -5.064 -1.217 2.479
H 4.411 4.428 2.305
H 6.191 4.390 0.720
C -0.614 1.008 1.267
*
```

The calculation puts the gap between HOMO and LUMO at 0.276 Ha. The HOMO energy comes out at -11.37 eV.


Entry 4:
Density functional theory data (wB97M-V/def2-TZVPD) for a 5-piece molecular cluster, C17H33N6O11 overall.

The geometry in ORCA input format:
```
! wB97M-V def2-TZVPD RIJCOSX def2/J DEFGRID3
* xyz 1 1
H 0.997 3.688 2.190
N 6.196 -3.365 -3.104
N 0.908 2.678 2.170
H 1.871 -2.594 -1.445
H -0.764 5.391 -4.314
C -0.907 5.186 -5.370
N -4.422 -0.022 3.688
H -2.560 1.590 -3.058
H -2.062 3.443 -0.976
N 2.892 -4.149 -0.499
N -2.074 4.268 -5.493
C 0.135 2.154 -1.486
O 1.356 2.750 4.424
C 0.551 0.701 0.967
H -3.238 -4.597 2.950
C 0.526 2.960 -0.231
H -3.146 2.037 -1.046
C 1.078 2.017 3.328
H -1.900 -3.216 0.905
H -1.310 -3.574 3.734
O 2.037 -5.005 -0.526
H -0.440 -3.837 1.616
H -1.126 6.093 -5.920
C 0.992 0.639 3.346
O 5.034 -3.005 -3.203
H -4.510 0.498 1.667
C 2.830 -3.098 -1.549
N -1.123 1.607 -1.524
C -4.542 1.012 2.624
C 0.734 -0.019 2.153
H -0.045 4.673 -5.785
O -1.988 3.190 -4.928
H 0.578 -1.952 3.066
H 6.484 -1.872 -1.653
H 0.546 3.107 4.814
H 1.507 -1.905 1.581
H 2.910 -3.587 -2.511
O -5.278 -0.875 3.705
O -3.481 0.061 4.456
O -0.557 -1.769 1.313
H -5.495 1.514 2.762
H -3.716 1.707 2.725
C 0.601 -1.515 2.065
H 1.125 0.097 4.269
H -3.823 -3.232 3.893
H -1.847 -1.930 3.428
H -3.840 -3.171 2.108
C -1.160 -3.018 1.678
O 0.979 2.001 -2.332
C -2.149 2.372 -0.791
H 3.646 -2.409 -1.398
C -3.293 -3.510 2.986
H -0.935 1.670 -3.670
C -1.871 -2.948 3.037
H 0.342 0.160 0.059
H -1.601 0.149 -2.958
C 0.647 2.075 0.978
O 6.700 -4.266 -3.729
O 3.793 -4.076 0.316
H -0.123 3.818 -0.064
C 7.068 -2.646 -2.136
H 7.424 -3.376 -1.416
C -1.547 1.234 -2.898
O -3.021 4.642 -6.140
H 7.894 -2.220 -2.698
H -2.008 2.213 0.280
H 1.521 3.358 -0.432
*
```

The calculation puts the gap between HOMO and LUMO at 0.316 Ha. The HOMO energy comes out at -12.66 eV.


Entry 5:
Density functional theory data (wB97M-V/def2-TZVPD) for C17H34Cl24NbS as an isolated structure.

The geometry in ORCA input format:
```
! wB97M-V def2-TZVPD RIJCOSX def2/J DEFGRID3
* xyz -1 1
C 12.207 3.638 1.374
C 2.653 -2.092 0.118
Cl 8.608 1.535 2.149
Cl -5.079 -0.036 -3.562
Cl 3.849 0.558 0.332
H 4.967 -2.004 -0.006
Cl -5.119 -8.183 -1.336
H -0.231 0.767 -4.236
Cl -2.926 8.615 4.481
C -5.632 5.613 4.891
Cl 1.240 -2.387 -5.001
H 8.986 3.141 3.831
Cl -4.266 0.971 2.214
H -3.799 2.623 3.830
Cl -3.957 5.094 4.669
H 7.278 3.086 3.325
H 12.689 2.775 1.831
Nb 0.960 0.360 -1.338
Cl -4.309 -7.615 -6.023
Cl -3.424 -1.175 0.110
H -5.716 -6.033 -4.984
H -5.531 -2.229 0.127
Cl -1.606 -1.749 -4.930
H 4.288 -3.482 0.832
C 4.148 -2.334 0.740
C -4.887 -5.977 -5.689
Cl -3.871 0.183 -6.209
Cl 2.718 -2.736 -1.598
Cl 11.430 3.132 -0.130
Cl -3.607 -4.976 -4.995
H -6.781 -6.678 -0.603
H -2.798 0.231 -4.105
H -0.438 -3.031 -6.529
H -5.224 -5.524 -6.621
Cl -4.124 -3.814 -0.914
Cl -5.200 8.360 2.666
H -0.412 -2.086 -0.398
S -0.518 1.480 -3.056
H -1.535 -0.985 -1.393
H -0.322 -2.030 -2.307
H -2.183 2.163 1.729
C -4.704 -2.175 -0.579
Cl -5.002 0.993 5.038
H 7.349 -0.659 2.591
C -0.450 -1.423 -1.330
H -3.115 7.260 2.560
C -1.227 1.820 1.170
C -4.650 1.981 3.614
C -0.386 -2.920 -5.446
H 1.941 1.915 -1.268
H -5.800 5.819 5.947
H 1.951 -0.263 -2.730
H -0.588 -3.878 -4.968
Cl -7.081 -6.740 -2.942
Cl -6.773 4.366 4.362
C 7.178 -1.275 3.471
C -3.733 0.625 -4.501
H -5.522 2.590 3.382
Cl 11.029 4.307 2.510
H 4.269 -1.843 1.769
H -2.986 8.990 2.154
H -5.462 -5.853 -1.472
H 1.943 -2.682 0.811
H -5.042 -1.724 -1.510
C -6.113 -6.726 -1.462
Cl 7.253 -2.978 3.003
Cl 5.601 -0.870 4.156
C -0.400 1.307 0.274
Cl 7.778 1.452 4.952
C 2.345 -0.513 0.246
C -3.441 8.264 2.826
H 12.952 4.400 1.148
C 8.155 2.488 3.567
H -5.802 6.515 4.308
H 7.949 -1.078 4.213
H -3.741 1.710 -4.414
H 1.802 -0.375 1.261
*
```

The calculation puts the gap between HOMO and LUMO at 0.234 Ha. The HOMO energy comes out at -4.63 eV.


Entry 6:
Density functional theory data (wB97M-V/def2-TZVPD) for a 9-piece molecular cluster, C17H34F6N8O21 overall.

The geometry in ORCA input format:
```
! wB97M-V def2-TZVPD RIJCOSX def2/J DEFGRID3
* xyz 0 1
N -3.720 -1.379 -2.940
O 6.155 -3.805 -0.128
H -5.485 -1.633 -4.031
C -1.033 4.343 -0.473
H -1.411 3.384 -0.870
N -3.241 -0.017 1.465
H 0.967 2.998 0.669
H 1.509 -6.868 -3.547
H -6.118 4.574 6.442
H -4.934 -0.472 0.325
C 0.130 1.421 -2.476
O 4.663 -5.368 -0.206
O -3.777 -0.176 -2.724
C -3.855 -0.504 0.198
C 4.288 -1.441 5.030
C 1.022 2.095 -3.563
C 2.039 -1.046 0.300
N 1.183 -2.312 -5.237
F 2.354 3.608 -2.378
F 2.174 1.416 -3.559
H 2.477 -0.674 -4.985
C 5.265 -4.535 1.873
H -4.294 -2.957 -4.206
H 2.405 -0.542 -0.588
O 3.453 -1.311 2.120
O -0.906 -7.257 -2.688
O 0.196 -2.743 -5.804
O -4.059 3.603 4.483
O -2.504 -0.776 2.060
H -6.906 3.347 5.402
C 1.390 3.574 -3.260
H -4.006 -1.386 -5.012
H -3.535 0.160 -0.600
N 2.801 -0.516 1.463
H 1.638 -5.339 -2.630
O -1.218 1.400 -2.585
H 2.205 -2.116 0.235
H -1.847 5.072 -0.597
H -1.500 0.505 -2.827
H 1.251 2.778 2.891
C 0.139 4.829 -1.357
H -2.394 1.401 3.936
N -0.074 -6.497 -2.231
N 5.369 -4.575 0.388
H -6.140 4.785 4.666
O -3.523 1.115 1.814
N -4.816 3.320 5.391
H 4.197 -2.192 4.254
O 5.045 -2.066 7.133
O -0.028 -6.109 -1.080
O 0.970 5.478 -0.897
O -0.568 1.846 3.183
H -2.322 2.990 3.146
C -0.028 3.035 1.141
O -0.689 4.273 0.862
C -4.434 -1.883 -4.146
C 0.191 2.928 2.670
H 5.268 -0.976 5.004
H 0.989 -0.827 0.469
H 3.503 -0.696 4.945
H -1.551 2.749 4.753
H 0.767 -0.269 -5.297
F 0.318 5.630 -3.511
F 1.907 4.068 -4.388
H 1.799 -0.873 -6.627
H -0.189 3.853 3.123
F 0.503 1.934 -4.772
O 1.856 -2.923 -4.430
H -0.653 2.183 0.843
O 3.068 -2.702 6.530
C -1.787 2.287 3.783
H 4.531 -5.267 2.190
F -0.983 3.959 -3.302
H -3.516 -1.518 0.016
C -6.100 4.070 5.480
O -4.617 2.474 6.240
O -3.130 -2.184 -2.254
H 4.955 -3.531 2.150
N 4.122 -2.126 6.343
C 1.593 -0.918 -5.561
C 0.972 -6.003 -3.169
H 6.246 -4.769 2.278
H 0.467 -5.473 -3.973
C 0.170 4.463 -2.874
O 0.658 0.921 -1.579
O 2.723 0.674 1.678
*
```

The calculation puts the gap between HOMO and LUMO at 0.294 Ha. The HOMO energy comes out at -9.03 eV.


Entry 7:
Density functional theory data (wB97M-V/def2-TZVPD) for the molecule C17H34N2O2.

The geometry in ORCA input format:
```
! wB97M-V def2-TZVPD RIJCOSX def2/J DEFGRID3
* xyz 0 1
H -0.523 -0.677 -1.576
H 2.879 -1.499 -1.374
H -4.068 1.312 -0.615
H 1.314 -3.614 0.156
C 3.665 2.173 0.402
C 4.865 -0.027 -0.128
C -4.386 -1.457 -0.013
H -2.867 -0.685 1.102
H 5.538 -1.534 1.248
N -6.542 -0.797 0.886
H -3.885 -1.816 -0.929
C 3.616 -2.178 0.534
H 3.302 -3.200 -1.328
H 1.190 -0.316 -1.529
H -4.421 -2.272 0.711
H -1.132 3.406 -0.106
C -3.228 0.668 -0.334
H -7.427 -0.341 0.696
C -2.147 1.523 0.334
C 4.319 0.905 0.958
H 3.022 -1.584 1.228
H 4.369 2.665 -0.272
H 4.235 0.031 -1.014
H 0.973 -1.268 0.983
H 2.051 2.848 -0.853
H 1.567 0.692 1.242
C -5.826 -1.066 -0.349
H 0.921 -3.070 -1.474
H -2.172 2.832 -1.445
H 3.468 2.858 1.231
H 5.527 -2.046 -0.439
C 2.357 1.926 -0.356
C 1.221 1.457 0.551
C 2.830 -2.396 -0.758
H -6.318 -1.903 -0.855
C 1.360 -2.760 -0.523
H 5.137 1.196 1.622
H 3.593 0.372 1.571
H -0.464 -2.028 0.344
C -1.508 2.521 -0.639
C 0.512 -1.627 0.064
H 2.529 1.190 -1.140
N -3.682 -0.343 0.601
H 5.859 0.318 -0.426
H 3.790 -3.146 1.010
H -5.815 -0.211 -1.045
C 0.311 -0.461 -0.905
O -0.450 1.783 -1.198
C 0.011 0.878 -0.210
H -5.976 -0.172 1.453
O -1.050 0.724 0.731
H 0.863 2.295 1.153
C 4.967 -1.489 0.316
H -2.557 1.996 1.232
H -2.810 0.226 -1.257
*
```

The calculation puts the gap between HOMO and LUMO at 0.359 Ha. The HOMO energy comes out at -8.84 eV.


F_max for every record listed, in sequence, given in eV Å⁻¹: 4.776; 4.654; 9.177; 1.669; 6.757; 4.443; 0.688.
DFT total energy for every record listed, in sequence, given in Eh: -3681.22699; -1304.95384; -1187.00067; -1823.11027; -12167.63129; -3284.59695; -928.14788.
Lowest unoccupied orbital energy for every record listed, in sequence, given in Eh: -0.0046; 0.0749; -0.1421; -0.1491; 0.0640; -0.0376; 0.0340.